Below is C21H24N2O4 in the gas phase, with properties calculated with the ωB97M-V functional and the def2-TZVPD basis.

Values from the calculation:
- structure (SMILES) = CCCCCOc1ccc(N2C(=O)C[C@H](N(O)c3ccccc3)C2=O)cc1
- energy above the lowest of the compared OMol25 structures with the same formula, charge and spin (eV) = 3.293
- HOMO-LUMO gap (eV) = 9.22
- strongest force on any atom (eV Å⁻¹) = 0.5
- 2S+1 = 1
- DFT total energy (Ha) = -1225.07710

Each line ends with the natural charge from an NBO analysis.
Atoms and positions in Å:
C: 1.9611 1.9723 2.0500  -0.1832
H: -1.2349 2.0047 4.1842  0.2199
H: 2.8693 1.9635 1.4663  0.2180
C: -0.9356 -1.1776 3.6061  -0.1497
H: -0.2905 -1.8938 -4.5144  0.2104
C: -1.9878 -0.0666 1.7631  0.7225
C: -0.1911 -0.7755 -6.3485  -0.3891
H: -2.5162 0.3326 3.8244  0.2543
H: -0.0753 1.1030 -5.3028  0.2093
H: 0.5382 1.8281 -2.1929  0.2257
C: 0.0826 -1.6912 -0.7211  -0.1655
O: 1.3651 0.0217 -3.7184  -0.4968
C: -0.3146 -0.5833 0.0083  0.0695
H: 0.9488 -2.4165 -2.5168  0.2213
O: -2.6462 0.6901 1.1072  -0.5481
H: 1.4104 3.9554 1.4630  0.2167
C: 0.8100 -0.2621 -2.5148  0.3227
C: 0.4020 0.8470 -1.7672  -0.2738
C: -0.2657 -1.5163 2.2823  0.6965
H: -1.5637 0.2045 -5.0136  0.1958
H: 0.5643 -0.4948 -7.0865  0.1912
H: -1.9903 2.1867 -6.4460  0.2089
C: -0.0094 3.0934 2.8155  -0.1993
O: 1.0808 -1.0558 4.7867  -0.5584
N: 0.0179 -0.2883 4.2953  -0.1541
C: 0.4520 -1.6600 -5.2802  -0.4281
H: -0.4574 1.5549 0.0546  0.2277
C: -0.1503 0.6935 -0.5161  -0.1182
H: 2.3037 -0.5471 -5.3778  0.1946
C: -2.2314 -0.5055 3.1945  -0.5252
H: 2.2795 -1.7901 -4.1123  0.1761
C: -0.3561 1.9819 3.5605  -0.2561
H: -3.0563 -1.2211 3.1964  0.2537
H: -1.0682 -2.0437 4.2585  0.2445
H: 1.4831 -1.5758 4.0626  0.4672
H: 2.2689 -0.0076 2.7724  0.2252
H: -0.6414 3.9684 2.8397  0.2188
H: 0.7721 -2.5977 -5.7398  0.2118
C: -1.5349 1.2938 -6.8673  -0.5995
O: 0.7259 -2.1946 2.1479  -0.5946
C: 1.6178 0.8541 2.7874  -0.2717
N: -0.8629 -0.7470 1.3092  -0.4927
H: -0.0375 -2.6806 -0.3089  0.2275
C: 1.1436 3.0888 2.0487  -0.2274
H: -0.8238 1.5994 -7.6320  0.1988
C: 1.6783 -1.0237 -4.6177  -0.0660
C: 0.4410 0.8418 3.5299  0.1821
C: -0.8372 0.4862 -5.7799  -0.4014
H: -2.3150 0.7031 -7.3435  0.1982
H: -0.9550 -1.3614 -6.8661  0.2004
C: 0.6440 -1.5350 -1.9759  -0.3104